This record from OMol25 describes a 5-piece molecular cluster, C23H49FN5O5 overall. The level of theory is the ωB97M-V functional and the def2-TZVPD basis.

CARTESIAN COORDINATES (ANGSTROEM)
C1 -2.103453 3.495531 -1.091324
C2 -1.585406 2.525440 -2.162636
C3 -1.378968 3.319704 -3.453976
C4 -0.269819 1.863818 -1.725417
C5 -0.365969 0.618146 -0.827294
C6 1.028409 -0.041368 -0.828942
C7 1.311006 -0.911521 -2.036263
F1 0.811862 -2.205903 -1.840861
C8 -1.472320 -0.349872 -1.260629
C9 -2.825305 0.340053 -1.479742
C10 -3.825192 -0.624413 -2.123429
C11 -3.413986 0.832504 -0.154005
N1 -2.580642 1.442103 -2.464208
O1 -2.536642 1.024441 -3.669284
H1 -2.096636 3.080421 -0.088708
H2 -3.118821 3.822497 -1.327353
H3 -1.451122 4.371348 -1.080120
H4 -2.339841 3.522990 -3.927787
H5 -0.741851 2.784915 -4.155810
H6 -0.901051 4.272270 -3.210958
H7 0.312517 2.617644 -1.178947
H8 0.344460 1.608658 -2.591483
H9 -0.582385 0.912043 0.206022
H10 1.216037 -0.625529 0.076946
H11 1.775745 0.761940 -0.842246
H12 2.382297 -1.018225 -2.221964
H13 0.836250 -0.514407 -2.938315
H14 -1.209284 -0.860677 -2.188428
H15 -1.605511 -1.111334 -0.483565
H16 -4.619473 -0.066947 -2.623199
H17 -4.270762 -1.258060 -1.354938
H18 -3.345917 -1.250689 -2.874028
H19 -3.817913 -0.023397 0.387696
H20 -2.676295 1.290357 0.496980
H21 -4.221577 1.546976 -0.334263
C12 1.341181 -0.109510 -5.849976
C13 2.182451 0.857316 -5.049550
O2 1.674273 1.768633 -4.414369
N2 3.528612 0.675637 -5.044147
C14 4.297828 -0.346884 -5.721484
H22 0.300244 0.177822 -5.731040
H23 1.605716 -0.079811 -6.907738
H24 1.473569 -1.133090 -5.495306
H25 4.028813 1.364648 -4.503630
H26 4.867538 -0.944756 -5.008182
H27 4.994803 0.094756 -6.435273
H28 3.632945 -1.010998 -6.265100
C15 -3.378907 1.574073 3.491388
C16 -2.269608 0.552402 3.447278
O3 -2.233817 -0.333667 2.604899
N3 -1.305226 0.627554 4.398752
C17 -1.203374 1.548174 5.513328
H29 -4.058873 1.367821 2.670277
H30 -3.922513 1.511308 4.434660
H31 -2.986196 2.586693 3.388101
H32 -0.592781 -0.079575 4.302371
H33 -0.269398 2.110312 5.469669
H34 -1.253988 1.010697 6.461039
H35 -2.027029 2.254276 5.484319
C18 4.844243 -0.085379 -0.854198
C19 6.306513 -0.177509 -0.481006
O4 7.149365 0.518573 -1.018965
N4 6.650208 -1.074988 0.481800
C20 5.787976 -1.975182 1.216818
H36 4.738744 0.673507 -1.623966
H37 4.478021 -1.039055 -1.237061
H38 4.234252 0.194640 0.005762
H39 7.637422 -1.088570 0.684615
H40 5.831240 -1.774037 2.288688
H41 6.070054 -3.015815 1.048089
H42 4.758867 -1.851478 0.893612
C21 -2.876876 -3.863571 7.233367
C22 -2.682901 -2.550292 6.510000
O5 -3.029378 -1.487194 7.002834
N5 -2.102077 -2.586091 5.284424
C23 -1.614345 -3.727786 4.542855
H43 -3.349119 -3.652018 8.187505
H44 -3.512632 -4.538285 6.658808
H45 -1.922237 -4.361761 7.406841
H46 -2.031377 -1.674376 4.858762
H47 -0.545879 -3.636690 4.339137
H48 -2.136279 -3.823778 3.589922
H49 -1.772507 -4.638162 5.113549

Atomic forces in eV per Å
C -0.1 -0.1 -0.1
C -0.1 0.0 0.0
C 0.1 0.1 0.0
C 0.3 0.1 0.3
C -0.1 -0.1 0.0
C 0.1 0.1 0.0
C 0.0 0.0 0.0
F 0.0 0.0 0.0
C -0.1 0.0 0.2
C 0.0 0.0 0.1
C 0.0 0.0 -0.1
C -0.1 0.2 -0.2
N 0.3 -0.1 0.1
O -0.1 0.0 -0.3
H 0.0 -0.1 0.0
H 0.1 0.0 0.0
H -0.1 0.0 0.0
H 0.0 0.0 0.0
H -0.1 0.0 0.0
H 0.0 -0.1 0.0
H 0.0 0.0 -0.1
H -0.3 0.1 -0.2
H 0.0 0.1 -0.1
H -0.1 -0.1 -0.1
H 0.0 0.0 0.1
H 0.0 0.0 0.0
H 0.1 0.0 0.1
H 0.0 0.0 0.0
H 0.1 0.0 -0.1
H 0.0 0.0 0.1
H 0.1 0.0 0.0
H 0.0 0.0 0.0
H 0.1 0.1 0.0
H 0.0 0.0 0.0
H 0.0 0.0 0.0
C 0.0 0.0 0.0
C 0.0 -0.1 0.0
O 0.1 0.0 0.0
N 0.0 0.0 0.0
C 0.0 0.0 0.0
H 0.0 0.0 0.0
H 0.0 0.0 0.0
H 0.0 0.0 0.0
H 0.0 0.0 0.0
H 0.0 0.0 0.0
H 0.0 0.0 0.0
H 0.0 0.0 0.0
C 0.0 0.0 -0.1
C -0.1 0.0 0.1
O 0.1 -0.1 0.0
N 0.1 0.0 0.0
C 0.0 0.0 0.0
H 0.0 0.0 0.0
H 0.0 0.0 0.0
H 0.0 0.0 0.0
H 0.1 0.1 0.0
H 0.0 0.0 0.0
H 0.0 0.0 0.0
H 0.0 0.0 0.0
C 0.0 0.0 0.0
C 0.0 0.0 0.0
O 0.0 0.0 0.0
N 0.0 0.0 0.0
C 0.0 0.0 0.0
H 0.0 0.0 0.0
H 0.0 0.0 0.0
H 0.0 0.0 0.0
H 0.0 0.0 0.0
H 0.0 0.0 0.0
H 0.0 0.0 0.0
H 0.0 0.0 0.0
C 0.0 0.0 0.0
C 0.0 0.0 0.0
O 0.0 0.0 0.0
N 0.0 0.1 0.1
C -0.1 0.0 0.0
H 0.0 0.0 0.0
H 0.0 0.0 0.0
H 0.0 0.0 0.0
H -0.1 0.0 -0.2
H 0.0 0.0 0.0
H 0.0 0.0 0.0
H 0.0 0.0 0.0

As for the spin multiplicity: 2. Its LUMO energy (alpha / beta) is 0.359 / 0.357 eV. The calculation puts the orbital gap (alpha / beta) at 7.92 / 9.21 eV. The HOMO energy (alpha / beta) comes out at -7.6 / -8.9 eV.


This record from OMol25 describes a 2-piece molecular cluster, C19H27NO8 overall. The level of theory is the ωB97M-V functional and the def2-TZVPD basis.

CARTESIAN COORDINATES (ANGSTROEM)
C1 -4.284411 1.472434 0.847921
C2 -3.459942 2.313663 0.041748
C3 -1.925002 2.070580 -0.077585
C4 -1.429897 1.835464 -1.445395
C5 -2.352280 1.815396 -2.717042
O1 -2.451613 0.429099 -3.139064
C6 -1.818290 0.219249 -4.404480
C7 -1.477564 -1.325439 -4.516254
C8 0.007035 1.589061 -1.675223
C9 0.876637 1.555564 -0.518710
C10 0.376999 1.757498 0.876055
C11 -1.028923 2.039853 1.111015
C12 -1.577969 2.260402 2.548500
C13 -0.766772 3.289078 3.421822
O2 -1.576618 4.344534 3.958479
C14 1.586214 1.603773 1.843428
O3 1.689299 1.691582 3.034082
N1 2.642717 1.254333 0.948781
C15 3.776055 0.468501 1.468765
O4 3.396866 -0.707151 2.168299
C16 3.181995 -1.789048 1.254374
O5 3.334151 -3.025109 1.948692
C17 2.051472 -3.600627 2.216579
C18 2.169886 -4.918035 3.068277
O6 2.492835 -4.612623 4.443312
C19 2.434076 1.313537 -0.450412
O7 3.217429 1.245842 -1.357674
H1 -4.882949 0.651958 0.371071
H2 -4.271750 1.613790 1.961079
H3 -3.947518 3.164413 -0.498172
H4 -3.391224 2.177789 -2.517114
H5 -1.827255 2.421871 -3.499103
H6 -0.831804 0.755696 -4.511419
H7 -2.467468 0.486673 -5.287332
H8 -0.910981 -1.687494 -3.615396
H9 -0.866241 -1.526403 -5.435907
H10 -2.422258 -1.920429 -4.599301
H11 0.435330 1.410586 -2.685791
H12 -2.612610 2.700779 2.425917
H13 -1.730616 1.279137 3.070491
H14 -0.257388 2.699181 4.240410
H15 0.071614 3.706876 2.797550
H16 -0.935953 5.013756 4.261388
H17 4.481785 0.241319 0.626901
H18 4.328241 1.117516 2.205923
H19 2.143268 -1.717732 0.818258
H20 3.899656 -1.788463 0.392373
H21 1.510053 -3.881884 1.269715
H22 1.380242 -2.893774 2.786438
H23 1.184752 -5.474787 3.048401
H24 2.970394 -5.605386 2.680276
H25 2.497169 -5.449247 4.939527
O8 -0.948573 -3.704480 -6.500463
H26 -1.513314 -4.477552 -6.612957
H27 -0.168988 -3.905122 -7.031049

Atomic forces in eV per Å
C 0.8 0.7 -0.3
C 0.3 -0.7 0.9
C 0.8 1.0 0.6
C 1.0 0.3 1.1
C 0.5 -0.5 0.9
O 0.5 1.3 -0.8
C 0.8 -2.0 -0.6
C -0.2 0.5 -0.1
C -0.4 0.3 2.7
C -1.3 0.4 0.6
C -1.2 0.2 -2.2
C 1.2 -0.6 -1.1
C -1.0 0.9 -0.5
C 1.3 -1.1 -0.1
O 0.6 -0.2 -0.3
C -1.0 -0.3 -2.3
O 0.0 -0.1 -0.5
N 1.8 -1.2 0.2
C 1.3 1.1 1.0
O 0.2 0.0 -1.5
C -0.4 -0.7 -0.1
O -1.1 0.8 -0.6
C -0.8 -1.1 1.0
C 0.1 -0.1 0.1
O -0.2 -0.2 -0.5
C -3.4 0.7 0.7
O 0.0 -0.4 0.8
H -1.0 2.0 0.5
H 1.2 -1.8 -0.9
H 0.4 -1.8 -1.3
H 1.1 -0.1 -0.2
H -0.7 -0.4 0.6
H -1.0 -0.1 0.3
H 0.4 0.0 1.0
H -0.5 0.5 -0.8
H -0.6 0.2 0.9
H 0.8 0.5 0.1
H -0.5 0.2 0.9
H 1.1 -0.4 0.2
H 0.4 0.8 -0.5
H -0.6 0.8 -0.7
H -0.9 -0.2 0.5
H -0.6 -0.3 -0.1
H -0.8 0.2 0.5
H -0.6 -0.8 -0.6
H 0.8 0.0 0.4
H -0.2 0.2 0.9
H 0.6 0.3 0.6
H 0.8 -0.5 -0.5
H 0.9 0.7 -0.3
H -0.7 0.7 -0.1
H 0.0 0.5 -0.3
O 0.1 -0.3 -0.2
H 0.0 0.1 0.0
H 0.0 0.0 0.1

Its energy above the lowest of the compared OMol25 structures with the same formula, charge and spin is 7.212 eV. Its LUMO energy is -0.861 eV. The calculation puts the orbital gap at 6.89 eV. The HOMO energy comes out at -7.7 eV. The SMILES is C=Cc1c(COCC)cc2c(c1CCO)C(=O)N(COCOCCO)C2=O.O.


This record from OMol25 describes C6H9N in the gas phase. The level of theory is the ωB97M-V functional and the def2-TZVPD basis.

CARTESIAN COORDINATES (ANGSTROEM)
C1 -0.141051 -2.471461 -0.799495
C2 -0.178113 -1.123389 -0.132344
C3 0.335828 -0.889916 1.120317
N1 0.328649 0.467355 1.302526
C4 -0.185198 1.100409 0.218379
C5 -0.490347 0.126434 -0.703884
C6 -0.038208 2.559561 -0.046148
H1 0.594497 -3.080702 -0.271126
H2 0.137797 -2.431793 -1.850318
H3 -1.076725 -3.005530 -0.651086
H4 1.049710 -1.496290 1.645568
H5 0.567335 0.934088 2.160044
H6 -0.815114 0.416506 -1.694128
H7 0.588711 2.764018 -0.907867
H8 0.336225 3.099468 0.826282
H9 -1.013995 3.031241 -0.216720

Atomic forces in eV per Å
C 0.0 0.0 0.7
C 0.5 -0.7 -0.5
C 0.3 0.2 -0.7
N 0.1 0.6 0.6
C 0.5 -0.2 -0.7
C -0.3 0.8 0.1
C -1.1 0.6 0.8
H 0.1 -0.1 -0.2
H -0.2 0.0 0.0
H -0.2 0.0 -0.4
H -0.4 -0.3 0.6
H 0.2 0.0 0.0
H -0.1 -0.5 0.0
H 0.2 -0.1 0.0
H 0.3 -0.1 -0.1
H 0.1 -0.1 -0.2

Its energy above the lowest of the compared OMol25 structures with the same formula, charge and spin is 0.472 eV. Its LUMO energy is 1.050 eV. The calculation puts the orbital gap at 8.84 eV. The HOMO energy comes out at -7.8 eV. The SMILES is Cc1c[nH]c(C)c1.


This record from OMol25 describes C3H5NO2 in the gas phase. The level of theory is the ωB97M-V functional and the def2-TZVPD basis.

CARTESIAN COORDINATES (ANGSTROEM)
O1 0.885071 -1.039590 -0.994977
C1 0.755770 -0.013153 -0.016929
C2 0.312739 0.914223 -1.012188
N1 -0.969498 0.682756 1.435366
C3 -0.473549 -0.371193 0.864003
O2 -0.794098 -1.579704 0.734535
H1 0.166929 -1.671965 -0.610057
H2 1.682703 0.196013 0.511766
H3 0.891449 1.754683 -1.398731
H4 -0.646823 0.709018 -1.472113
H5 -1.810693 0.418914 1.959324

Atomic forces in eV per Å
O -0.1 -0.1 0.0
C 0.1 0.1 0.0
C 0.0 -0.1 -0.1
N -0.1 -0.4 0.0
C -0.1 0.0 0.0
O 0.1 0.3 0.0
H 0.0 0.1 -0.1
H -0.1 0.0 0.0
H 0.0 -0.1 0.1
H 0.0 0.0 0.1
H 0.2 0.1 -0.1

Its energy above the lowest of the compared OMol25 structures with the same formula, charge and spin is 4.552 eV. Its LUMO energy (alpha / beta) is -2.323 / -2.322 eV. The calculation puts the orbital gap (alpha / beta) at 6.83 / 6.83 eV. The HOMO energy (alpha / beta) comes out at -9.2 / -9.2 eV.


This record from OMol25 describes C44H28MoN4SbSe4 as an isolated structure. The level of theory is the ωB97M-V functional and the def2-TZVPD basis.

CARTESIAN COORDINATES (ANGSTROEM)
Mo1 1.471631 -0.626964 -0.278733
C1 2.506435 6.995435 0.293699
C2 3.513520 6.042682 0.356730
C3 3.197998 4.693340 0.300508
C4 1.871366 4.293664 0.171015
C5 0.863657 5.250596 0.103931
C6 1.182278 6.599030 0.169477
C7 1.543496 2.841544 0.107737
C8 1.139798 2.307689 -1.102464
C9 0.971107 3.060336 -2.300851
C10 0.423524 2.234600 -3.223068
C11 0.251457 0.963817 -2.604413
C12 -0.404763 -0.106669 -3.183757
C13 -0.907280 0.038640 -4.579193
C14 -2.079058 0.740436 -4.841149
C15 -2.534358 0.864458 -6.145816
C16 -1.817849 0.295238 -7.189240
C17 -0.645716 -0.400706 -6.929106
C18 -0.190598 -0.533341 -5.625444
C19 -0.634820 -1.300121 -2.521717
N1 -0.116353 -1.652221 -1.287966
C20 -0.520442 -2.958716 -1.091883
C21 -0.104765 -3.776671 -0.057815
C22 -0.508349 -5.210011 -0.081601
C23 -1.463738 -5.686668 0.810920
C24 -1.841703 -7.020662 0.776138
C25 -1.261561 -7.884052 -0.142621
C26 -0.305835 -7.412152 -1.031311
C27 0.067492 -6.076681 -1.005727
C28 0.654481 -3.317662 1.007019
C29 1.065586 -4.125605 2.104011
C30 1.635466 -3.303161 3.018150
C31 1.576841 -1.981446 2.493465
N2 1.031628 -1.999105 1.216504
C32 1.908802 -0.843949 3.212480
C33 1.791843 0.430696 2.691112
C34 2.017309 1.632929 3.430910
C35 1.922833 2.660501 2.558396
C36 1.636623 2.099553 1.274959
N3 1.505221 0.725110 1.371930
C37 2.381035 -0.992939 4.616686
C38 1.500096 -1.388521 5.618720
C39 1.945707 -1.509844 6.926444
C40 3.272509 -1.245751 7.236392
C41 4.153978 -0.854718 6.238470
C42 3.709489 -0.722521 4.931358
C43 -1.364939 -3.384980 -2.165854
C44 -1.428729 -2.366058 -3.050049
N4 0.737795 0.994067 -1.306489
H1 2.753648 8.047518 0.340442
H2 4.546897 6.349330 0.448090
H3 3.981037 3.945684 0.345770
H4 -0.169230 4.937678 0.007881
H5 0.395440 7.340042 0.123622
H6 1.233168 4.099253 -2.408658
H7 0.144384 2.459022 -4.238869
H8 -2.634911 1.184006 -4.023627
H9 -3.448740 1.406525 -6.346850
H10 -2.172482 0.395754 -8.206265
H11 -0.082458 -0.839752 -7.741671
H12 0.728255 -1.068423 -5.416428
H13 -1.916421 -5.009572 1.525415
H14 -2.590712 -7.385129 1.466386
H15 -1.555050 -8.924916 -0.166381
H16 0.150337 -8.083884 -1.746084
H17 0.812917 -5.703829 -1.698295
H18 0.913764 -5.189621 2.169294
H19 2.044375 -3.559749 3.980704
H20 2.214164 1.671135 4.489084
H21 2.026093 3.714574 2.753608
H22 0.464144 -1.590793 5.374253
H23 1.255435 -1.809291 7.703723
H24 3.619342 -1.344149 8.256276
H25 5.189399 -0.651551 6.476869
H26 4.394155 -0.416145 4.149333
H27 -1.843484 -4.348241 -2.220472
H28 -1.968936 -2.318937 -3.980768
Se1 6.701272 -2.014248 -2.051337
Sb1 4.752407 -0.741084 -2.222124
Se2 2.473245 -2.004709 -1.990058
Se3 3.777349 -0.007165 0.090235
Se4 3.877949 0.950259 -3.634051

Atomic forces in eV per Å
Mo 0.0 0.0 -0.1
C 0.0 0.0 0.0
C 0.0 0.0 0.0
C 0.0 0.0 0.0
C 0.0 0.0 0.0
C 0.0 0.0 0.0
C 0.0 0.0 0.0
C 0.0 0.0 0.0
C 0.0 0.0 0.0
C 0.0 0.0 0.0
C 0.0 0.0 0.0
C 0.0 0.0 0.0
C 0.0 0.0 0.0
C 0.0 0.0 0.0
C 0.0 0.0 0.0
C 0.0 0.0 0.0
C 0.0 0.0 0.0
C 0.0 0.0 0.0
C 0.0 0.0 0.0
C 0.0 0.0 0.0
N 0.0 0.0 0.0
C 0.0 0.0 0.0
C 0.0 0.0 0.0
C 0.0 0.0 0.0
C 0.0 0.0 0.0
C 0.0 0.0 0.0
C 0.0 0.0 0.0
C 0.0 0.0 0.0
C 0.0 0.0 0.0
C 0.0 0.0 0.0
C 0.0 0.0 0.0
C 0.0 0.0 0.0
C 0.0 0.0 0.0
N 0.0 0.0 0.0
C 0.0 0.0 0.0
C 0.0 0.0 0.0
C 0.0 0.0 0.0
C 0.0 0.0 0.0
C 0.0 0.0 0.0
N 0.0 0.0 0.0
C 0.0 0.0 0.0
C 0.0 0.0 0.0
C 0.0 0.0 0.0
C 0.0 0.0 0.0
C 0.0 0.0 0.0
C 0.0 0.0 0.0
C 0.0 0.0 0.0
C 0.0 0.0 0.0
N 0.0 0.0 0.0
H 0.0 0.0 0.0
H 0.0 0.0 0.0
H 0.0 0.0 0.0
H 0.0 0.0 0.0
H 0.0 0.0 0.0
H 0.0 0.0 0.0
H 0.0 0.0 0.0
H 0.0 0.0 0.0
H 0.0 0.0 0.0
H 0.0 0.0 0.0
H 0.0 0.0 0.0
H 0.0 0.0 0.0
H 0.0 0.0 0.0
H 0.0 0.0 0.0
H 0.0 0.0 0.0
H 0.0 0.0 0.0
H 0.0 0.0 0.0
H 0.0 0.0 0.0
H 0.0 0.0 0.0
H 0.0 0.0 0.0
H 0.0 0.0 0.0
H 0.0 0.0 0.0
H 0.0 0.0 0.0
H 0.0 0.0 0.0
H 0.0 0.0 0.0
H 0.0 0.0 0.0
H 0.0 0.0 0.0
H 0.0 0.0 0.0
Se 0.0 0.0 0.0
Sb 0.0 0.0 0.0
Se 0.0 0.0 0.0
Se 0.0 0.0 0.0
Se 0.0 0.0 0.0

Its LUMO energy (alpha / beta) is -5.508 / -5.505 eV. The calculation puts the orbital gap (alpha / beta) at 4.90 / 4.91 eV. The HOMO energy (alpha / beta) comes out at -10.4 / -10.4 eV. The net charge is +1.


Here are the calculated max |F| numbers, same order: 0.4, 3.6, 1.4, 0.5, 0.1 (eV Å⁻¹).